12
Properties=species:S:1:pos:R:3:forces:R:3:nbo_charge:R:1 method="wB97M-V/def2-TZVPD" orbital_gap_ev=11.142 e_tot_ha=-708.07853 de_lowest_kcal_mol=22.32
C 0.583 -0.326 0.000 -0.32 -0.40 -0.66 0.016
H 1.072 -1.094 0.626 0.48 0.78 0.05 0.186
H -0.656 -1.998 -0.301 -0.37 -0.39 -0.40 0.213
H -1.249 -0.472 -1.142 1.12 -1.30 0.15 0.202
H 1.288 1.372 -0.575 -0.37 1.31 0.48 0.498
C -0.348 -1.149 -0.897 -2.24 2.17 1.37 -0.604
N -0.122 1.825 0.687 -0.90 -0.35 1.04 -0.668
O 1.441 0.462 -0.765 0.94 -1.90 -0.59 -0.712
H -0.654 2.459 1.317 0.26 -0.92 -0.55 0.376
Cl -1.229 -0.275 1.997 -0.38 0.18 0.27 -0.009
C -0.259 0.573 0.841 0.86 1.56 0.32 0.271
H 0.132 -1.377 -1.789 0.93 -0.74 -1.48 0.231



12
Properties=species:S:1:pos:R:3:forces:R:3:nbo_charge:R:1 method="wB97M-V/def2-TZVPD" smiles="C/C(CCl)=N/O" orbital_gap_ev=11.036 e_tot_ha=-708.03132 de_lowest_kcal_mol=51.94
H -1.971 0.387 -0.327 1.36 -0.35 -0.63 0.248
C -1.030 -0.032 -0.808 -0.22 1.70 0.71 -0.451
C 0.165 0.111 0.156 -1.39 -0.45 -1.73 0.194
Cl -1.463 -1.715 -1.209 0.41 0.22 -0.26 -0.030
N 0.122 -0.193 1.363 -0.63 -0.96 2.52 -0.122
H 1.402 1.504 -0.980 -0.17 0.05 0.50 0.221
H 2.219 0.665 0.441 -0.79 0.17 -0.78 0.244
H -0.929 -1.046 2.724 -0.10 0.52 -1.14 0.483
C 1.464 0.582 -0.385 1.33 0.26 0.27 -0.653
H 1.882 -0.127 -1.100 -0.18 -0.37 0.02 0.231
H -0.720 0.602 -1.685 -0.83 -1.10 0.42 0.222
O -1.140 -0.738 1.809 1.21 0.31 0.09 -0.587



13
Properties=species:S:1:pos:R:3:forces:R:3:nbo_charge:R:1 method="wB97M-V/def2-TZVPD" orbital_gap_ev=9.464 e_tot_ha=-783.10433 de_lowest_kcal_mol=156.02
H 1.480 2.563 0.148 -2.64 -3.06 -2.22 0.230
H 2.069 0.843 -0.409 -3.35 1.42 0.58 0.221
H 0.476 1.137 -1.432 1.28 2.02 2.52 0.213
O 1.598 -1.088 -0.308 3.85 -3.13 -5.36 -0.530
C -0.334 -0.400 0.320 -0.02 3.08 2.12 0.398
H -1.889 -0.011 1.565 0.13 0.44 0.78 0.236
C 0.971 1.431 -0.347 3.27 0.49 -0.11 -0.334
H 1.932 -1.725 -1.407 -1.53 2.57 5.03 0.463
Cl -2.878 0.017 -0.517 0.83 -0.55 0.64 -0.168
H -2.120 -1.644 1.062 1.52 0.35 -0.77 0.257
O 0.002 0.916 0.645 1.94 -1.17 -1.87 -0.512
C -1.620 -0.686 0.784 -5.90 0.24 0.23 -0.319
N 0.313 -1.353 -0.102 0.61 -2.69 -1.55 -0.155



12
Properties=species:S:1:pos:R:3:forces:R:3:nbo_charge:R:1 method="wB97M-V/def2-TZVPD" orbital_gap_ev=9.362 e_tot_ha=-994.64734 de_lowest_kcal_mol=37.32
H 1.260 0.179 1.098 0.71 -0.84 0.34 0.231
H -0.775 -1.877 -1.543 -2.57 -2.31 -1.42 0.212
H 0.851 -1.734 -1.142 0.79 -0.37 0.81 0.216
H -0.015 -0.381 -1.731 0.20 -0.58 -0.71 0.219
C -0.109 -1.273 -1.099 1.79 3.01 -0.17 -0.612
Cl 0.845 1.718 -0.702 -0.29 -0.66 0.35 -0.163
P -0.237 2.144 1.442 1.25 -0.73 0.16 1.289
C 0.293 0.408 0.726 -0.89 3.13 -1.58 -0.360
O 0.990 2.596 2.154 -0.98 -0.11 0.08 -1.027
H -1.639 -0.058 -0.279 1.92 -0.87 1.28 0.219
C -0.640 -0.576 0.100 -1.09 1.68 0.05 -0.456
H -0.822 -1.144 0.975 -0.83 -1.34 0.81 0.230



11
Properties=species:S:1:pos:R:3:forces:R:3:nbo_charge:R:1 method="wB97M-V/def2-TZVPD" orbital_gap_ev=9.200 e_tot_ha=-919.38280 de_lowest_kcal_mol=24.76
H -0.057 -0.225 1.647 -0.78 -0.41 -0.59 0.234
H 0.548 2.859 -1.529 0.74 -1.82 0.83 -0.005
C 0.292 -1.434 -0.110 0.30 0.08 3.46 -0.612
H -0.181 -2.340 0.171 -0.44 -1.03 -0.20 0.219
H 0.449 -1.306 -1.091 -0.30 0.30 -3.88 0.215
P 1.055 1.435 -1.170 -1.25 1.49 0.04 0.378
C -0.085 1.060 0.024 -1.46 0.75 -0.52 -0.354
H -1.581 -0.477 0.556 2.31 0.63 0.20 0.235
H 1.293 -1.495 0.252 0.93 -0.14 0.61 0.208
Cl -1.320 2.228 0.664 1.03 -0.49 -0.52 -0.038
C -0.414 -0.304 0.586 -1.09 0.64 0.58 -0.479



13
Properties=species:S:1:pos:R:3:forces:R:3:nbo_charge:R:1 method="wB97M-V/def2-TZVPD" orbital_gap_ev=3.812 e_tot_ha=-2008.56138 de_lowest_kcal_mol=17.90
H -0.621 -1.931 -0.357 0.08 0.18 0.33 0.233
H -1.099 0.726 0.120 0.48 -0.22 -0.48 0.297
Cu 2.412 0.224 1.338 -0.83 0.46 -0.65 0.922
C -0.079 0.527 -0.317 -1.22 0.07 -0.85 -0.231
O 1.688 2.026 0.272 0.37 -0.48 0.29 -0.648
O 0.628 -0.456 0.401 0.94 0.48 0.25 -0.630
H 0.628 -2.449 0.818 -0.14 0.22 -0.04 0.184
H -0.308 0.206 -1.379 0.03 0.21 0.97 0.281
H -0.824 -1.565 1.391 0.14 0.03 -0.32 0.199
F -3.198 -0.040 -1.526 0.81 0.08 0.35 -0.986
C 0.660 1.805 -0.348 -0.27 0.11 -0.18 0.462
H 0.208 2.590 -0.987 0.16 -0.18 0.27 0.173
C -0.096 -1.664 0.573 -0.55 -0.95 0.05 -0.256



| no. | E_HOMO (eV) |
| --- | --- |
| 1 | -10.3960 |
| 2 | -10.0956 |
| 3 | -9.6888 |
| 4 | -9.4658 |
| 5 | -9.2680 |
| 6 | -6.5168 |